# C5H6O2

A structure of composition C5H6O2 (ωB97M-V with the def2-TZVPD basis set, the Open Molecules 2025 dataset).

The value obtained for the energy above the lowest of the compared OMol25 structures with the same formula, charge and spin is 121.1 kcal/mol. The calculation puts the total energy at -9371.845 eV. The lowest unoccupied orbital energy comes out at 0.34 eV. As for the HOMO energy: -8.88 eV. As for the gap between HOMO and LUMO: 9.22 eV.

The geometry in XYZ format:
```
13
Properties=species:S:1:pos:R:3:forces:R:3
O 0.807 1.080 0.252 -0.09 0.01 0.34
O -2.718 0.911 -0.889 0.38 -0.34 0.00
C -1.255 -0.459 0.441 -0.02 0.02 0.08
C 2.184 -0.003 0.323 0.21 0.09 -0.03
C 1.324 -1.145 0.416 -0.20 0.25 0.03
C 0.227 -0.426 0.439 -0.03 -0.12 -0.06
C -1.833 0.093 -0.848 -0.27 0.19 -0.02
H 2.687 0.230 -0.617 -0.08 -0.04 0.14
H 2.735 0.343 1.201 -0.08 -0.08 -0.12
H -1.376 -0.317 -1.773 -0.07 0.07 0.07
H -1.705 0.077 1.285 0.09 -0.04 -0.10
H -1.541 -1.515 0.521 0.07 0.11 -0.04
H 0.688 1.595 1.074 0.06 -0.14 -0.29
```
Positions in Å, forces in eV/Å.

natural (NBO) population analysis, charges in e, atoms 1 to 4: atom 1 (O): -0.681, atom 2 (O): -0.510, atom 3 (C): -0.581, atom 4 (C): -0.049